--- i ---
11
Properties=species:S:1:pos:R:3 method="wB97M-V/def2-TZVPD" charge=-1
S 2.111 0.078 0.265
H 2.699 0.596 1.347
N -1.751 -1.258 0.225
C -1.671 0.213 0.180
N -0.964 0.830 -0.935
H -0.919 -1.606 0.665
H -1.663 -1.566 -0.735
H -1.284 0.638 1.103
H -2.715 0.539 0.086
H -1.185 0.273 -1.746
H 0.039 0.628 -0.819

--- ii ---
11
Properties=species:S:1:pos:R:3 method="wB97M-V/def2-TZVPD" charge=-1
S -0.225 1.577 -2.710
H -1.058 0.536 -2.558
N -0.123 0.948 0.778
C 0.005 -0.439 1.148
N 0.426 -1.380 0.113
H 0.749 1.450 0.739
H -0.646 1.087 -0.086
H 0.719 -0.510 1.968
H -0.962 -0.797 1.520
H -0.215 -1.373 -0.668
H 1.330 -1.099 -0.245

Energies relative to the minimum, eV: i 0.059; ii 0.000